DFT (ωB97M-V/def2-TZVPD) results for one molecule with the formula C17H21N3O3S.

total charge	0
multiplicity	1
structure (SMILES)	CCN(CC)CCNS(=O)(=O)c1ccc2c3c(cccc13)C(=O)N2
E_tot	-39417.9420	eV
max |F|	0.8	eV/A
ΔE to the lowest compared entry with this formula, charge and spin	214.6	kJ/mol

Structure (XYZ):
```
45
Properties=species:S:1:pos:R:3:forces:R:3:nbo_charge:R:1
C 2.197329 4.265625 0.750382 0.261 -0.095 -0.181 -0.6297
H 2.580034 4.812878 1.609097 -0.015 0.083 0.121 0.2113
H 1.470183 4.895381 0.244633 -0.127 0.064 -0.022 0.2028
H 1.695541 3.370534 1.107277 -0.107 -0.079 0.065 0.1996
C 3.360302 3.922995 -0.191419 -0.063 0.161 0.004 -0.2010
N 3.053666 3.146684 -1.366649 -0.057 -0.086 0.104 -0.4646
C 2.115038 3.694648 -2.318644 -0.050 -0.088 -0.082 -0.2003
C 0.654975 3.245474 -2.192667 0.267 0.111 -0.024 -0.6453
H 0.051687 3.779672 -2.923568 -0.123 0.028 -0.083 0.2121
H 0.572106 2.180987 -2.396920 -0.066 -0.065 0.005 0.2238
H 0.259899 3.454096 -1.201282 -0.083 0.009 0.126 0.1973
H 2.465457 3.421361 -3.322266 -0.069 0.137 -0.009 0.1880
H 2.173661 4.782578 -2.233758 0.028 0.006 -0.081 0.1923
C 3.159545 1.716691 -1.282715 -0.056 0.007 0.118 -0.2217
H 4.212628 1.458086 -1.095943 -0.052 -0.133 -0.045 0.1811
C 2.309813 1.007086 -0.203861 -0.041 0.468 -0.144 -0.2507
N 2.332062 -0.432619 -0.345846 -0.260 -0.495 -0.613 -0.8686
S 1.236380 -1.132667 -1.402650 0.380 -0.106 0.598 2.3198
O 0.711777 -0.154969 -2.316262 -0.119 -0.010 0.298 -0.9515
O 1.871029 -2.301830 -1.935250 0.079 -0.080 0.236 -0.9382
C -0.018185 -1.631417 -0.233342 0.509 -0.121 -0.550 -0.3668
C 0.187047 -2.831031 0.400391 0.094 0.119 -0.300 -0.1301
C -0.651143 -3.329558 1.416976 -0.428 0.111 0.289 -0.2691
C -1.716940 -2.549086 1.786964 0.478 0.078 -0.422 0.2174
C -1.923008 -1.316731 1.129437 -0.024 0.246 -0.130 -0.0822
C -1.116152 -0.808204 0.108670 -0.465 -0.068 0.399 0.0309
C -1.532236 0.432404 -0.422144 -0.122 0.139 -0.020 -0.1920
C -2.648162 1.064100 0.081099 0.106 0.082 -0.118 -0.1987
C -3.433038 0.533552 1.122092 -0.081 -0.387 0.326 -0.1339
C -3.061460 -0.679959 1.645599 0.428 0.236 -0.533 -0.1380
C -3.593069 -1.581496 2.700916 -0.476 0.059 0.377 0.6647
O -4.550556 -1.461276 3.423928 -0.009 0.080 -0.054 -0.5543
N -2.727607 -2.673906 2.716435 0.107 -0.535 0.252 -0.6010
H -2.852759 -3.455312 3.339834 -0.073 0.131 -0.025 0.4227
H -4.299955 1.064817 1.482866 -0.093 0.045 0.046 0.2301
H -2.942785 2.011290 -0.346608 0.003 0.069 -0.057 0.2202
H -0.982608 0.864466 -1.242623 -0.016 0.116 -0.020 0.2483
H -0.442025 -4.284087 1.872894 0.021 -0.098 0.042 0.2258
H 1.036681 -3.414224 0.081214 0.084 -0.133 0.036 0.2437
H 3.254431 -0.814280 -0.489058 0.133 -0.271 -0.136 0.4042
H 1.265679 1.306624 -0.282128 0.015 0.258 0.130 0.2117
H 2.677212 1.253136 0.797300 -0.140 0.037 -0.065 0.1990
H 2.876606 1.302193 -2.252960 0.077 -0.042 0.009 0.2147
H 3.808981 4.866752 -0.527720 0.067 -0.050 0.132 0.1870
H 4.125542 3.376583 0.366071 0.077 0.062 0.002 0.1892
```
Forces are in eV/Å.